{"formula": "C18H27BN2O2", "method": "the ωB97M-V functional and the def2-TZVPD basis", "largest_force_ev_per_a": 0.68, "multiplicity": 1, "total_charge": 0, "gap_ev": 9.49, "homo_ha": -0.3401, "elements": ["C", "C", "C", "C", "C", "B", "C", "N", "O", "N", "O", "H", "H", "H", "H", "H", "H", "H", "H", "H", "H", "H", "H", "H", "H", "H", "C", "C", "C", "C", "C", "C", "H", "H", "H", "H", "H", "H", "C", "C", "C", "C", "C", "C", "H", "H", "H", "H", "H", "H"], "coordinates": [[0.598774, 3.061375, 1.528299], [0.288530, 2.566998, 0.100928], [-0.788350, 1.466800, 0.022708], [-1.817220, 1.707086, -1.084500], [-2.640080, 2.997106, -0.959745], [-3.890412, 2.972047, -0.017970], [-4.158750, 1.851075, 1.044057], [-5.333770, 2.097403, 1.906980], [-4.808742, 4.042840, -0.126804], [-4.282110, 5.230206, 0.509136], [-5.048972, 5.685814, 1.238404], [1.489731, 2.570679, 1.919734], [-0.213402, 2.811157, 2.211994], [0.755656, 4.137969, 1.538825], [0.031289, 3.418530, -0.528630], [1.212562, 2.162056, -0.315249], [-1.244178, 1.301323, 1.000091], [-0.276153, 0.534717, -0.230841], [-1.249865, 1.754767, -2.019281], [-2.468075, 0.835123, -1.176159], [-2.015178, 3.841140, -0.642260], [-3.001245, 3.277262, -1.954898], [-4.176847, 0.868843, 0.553795], [-3.279282, 1.855476, 1.696637], [-6.158334, 1.663300, 1.514315], [-5.177474, 1.640869, 2.795685], [1.369652, -4.100820, 1.994419], [2.059444, -3.119024, 1.296838], [1.774819, -1.779509, 1.519286], [0.796075, -1.421476, 2.434949], [0.100125, -2.402140, 3.127693], [0.388656, -3.742183, 2.908881], [1.595541, -5.145736, 1.824547], [2.821719, -3.397223, 0.580581], [2.316660, -1.013919, 0.977191], [0.576078, -0.375074, 2.607148], [-0.667029, -2.122470, 3.838257], [-0.152364, -4.507594, 3.450163], [4.009329, -4.107506, -3.319007], [4.700881, -3.121714, -4.009115], [4.416637, -1.783053, -3.778637], [3.438564, -1.429930, -2.859460], [2.743395, -2.415812, -2.173223], [3.029021, -3.754429, -2.402318], [4.234170, -5.151344, -3.496164], [5.462188, -3.397123, -4.727455], [4.957639, -1.014662, -4.315663], [3.217852, -0.385615, -2.678028], [1.976876, -2.140825, -1.460000], [2.485971, -4.522776, -1.866132]], "forces_ev_per_angstrom": [[-0.07, -0.26, -0.25], [0.19, -0.09, 0.34], [0.35, -0.11, -0.35], [0.32, 0.25, 0.00], [-0.14, -0.42, 0.04], [0.20, 0.21, -0.52], [-0.60, 0.21, 0.09], [0.29, -0.21, 0.04], [-0.18, -0.25, 0.61], [0.38, -0.08, 0.02], [-0.30, 0.27, -0.16], [0.05, 0.08, 0.07], [-0.08, 0.19, 0.02], [0.07, 0.02, 0.16], [-0.14, -0.02, -0.02], [0.00, 0.10, -0.15], [-0.15, 0.12, -0.01], [-0.13, -0.14, 0.18], [-0.03, -0.05, -0.04], [-0.07, 0.01, 0.02], [0.03, 0.05, -0.05], [-0.06, 0.15, 0.04], [0.20, -0.10, 0.08], [0.13, -0.08, -0.12], [-0.09, 0.15, -0.07], [-0.13, -0.04, 0.07], [-0.03, 0.01, 0.01], [0.04, -0.05, 0.00], [0.00, 0.02, -0.03], [-0.03, 0.07, 0.00], [0.00, -0.01, 0.00], [-0.01, -0.01, -0.01], [0.00, 0.00, 0.00], [0.02, 0.00, 0.01], [0.01, 0.00, 0.00], [-0.01, 0.00, 0.00], [0.00, 0.00, 0.01], [0.00, 0.00, 0.00], [0.00, -0.01, 0.00], [0.01, 0.00, 0.00], [0.01, 0.01, 0.00], [0.00, 0.00, 0.00], [-0.03, 0.04, 0.00], [0.00, -0.01, 0.01], [0.00, 0.00, -0.01], [0.01, 0.00, 0.00], [0.00, 0.00, 0.00], [-0.01, 0.00, -0.01], [-0.01, -0.01, 0.00], [-0.01, 0.00, 0.00]]}

{"formula": "C6H10O", "method": "the ωB97M-V functional and the def2-TZVPD basis", "de_lowest_kcal_mol": 104.21, "largest_force_ev_per_a": 0.30, "multiplicity": 1, "total_charge": 0, "gap_ev": 9.06, "homo_ha": -0.2963, "elements": ["C", "O", "C", "C", "C", "C", "C", "H", "H", "H", "H", "H", "H", "H", "H", "H", "H"], "coordinates": [[-1.213234, -1.153932, 1.624953], [0.008327, -0.839552, 0.992512], [0.164258, 0.538640, 0.839318], [1.224221, 0.940809, -0.148098], [1.022015, 0.076450, -1.391922], [-0.503500, 0.326862, -1.439115], [-0.621648, 1.290591, -0.224609], [-1.248129, -2.239962, 1.736734], [-2.075600, -0.824464, 1.027351], [-1.280799, -0.687615, 2.618804], [0.219989, 1.054789, 1.804997], [2.179829, 1.332094, 0.205333], [1.533861, 0.487444, -2.266412], [1.333434, -0.962486, -1.251758], [-0.842025, 0.790686, -2.369091], [-1.097727, -0.577520, -1.267447], [0.639378, 1.961415, -0.478493]], "forces_ev_per_angstrom": [[-0.24, -0.11, 0.11], [0.07, 0.01, -0.06], [0.06, 0.23, 0.03], [0.27, -0.10, 0.09], [0.02, -0.01, -0.02], [-0.08, 0.00, -0.10], [-0.13, -0.19, -0.01], [0.00, 0.16, -0.01], [0.13, -0.03, 0.08], [0.02, -0.06, -0.14], [-0.02, -0.08, -0.15], [-0.16, -0.04, -0.04], [-0.09, -0.06, 0.13], [-0.04, 0.15, -0.02], [0.06, -0.07, 0.16], [0.06, 0.14, -0.01], [0.05, 0.08, -0.05]]}

{"formula": "C49H47N4O4P2W", "method": "the ωB97M-V functional and the def2-TZVPD basis", "de_lowest_kcal_mol": 24.37, "largest_force_ev_per_a": 0.28, "multiplicity": 1, "total_charge": 1, "gap_ev": 7.14, "homo_ha": -0.3862, "elements": ["W", "C", "O", "C", "C", "C", "C", "C", "C", "N", "N", "C", "O", "C", "C", "C", "C", "C", "C", "C", "O", "H", "H", "H", "H", "H", "H", "H", "H", "H", "H", "H", "H", "C", "N", "P", "C", "C", "C", "C", "C", "C", "C", "C", "C", "C", "C", "C", "P", "C", "C", "C", "C", "C", "C", "C", "C", "C", "C", "C", "C", "H", "H", "H", "H", "H", "H", "H", "H", "H", "H", "H", "H", "H", "H", "H", "H", "H", "H", "H", "H", "H", "H", "H", "C", "O", "H", "H", "H", "C", "C", "C", "C", "C", "C", "C", "C", "N", "H", "H", "H", "H", "H", "H", "H", "H", "H"], "coordinates": [[0.549103, -0.573548, 0.603801], [-3.691301, 1.578641, 0.217377], [-3.705205, 1.253658, 1.609965], [-3.612300, -0.069026, 1.939193], [-4.682832, -0.662300, 2.575814], [-4.624292, -1.979458, 3.035704], [-3.468390, -2.693901, 2.850201], [-2.367533, -2.106002, 2.204773], [-1.173322, -2.872501, 2.064881], [-0.065596, -2.495672, 1.522954], [0.899985, -3.500955, 1.599194], [1.959631, -3.125846, 0.981880], [2.001920, -1.957730, 0.379837], [3.149746, -3.988660, 0.911690], [4.273219, -3.562351, 0.210315], [5.397818, -4.370482, 0.146874], [5.402647, -5.602976, 0.783062], [4.280721, -6.030146, 1.483838], [3.155891, -5.227690, 1.550334], [-2.418839, -0.792441, 1.735351], [-1.392286, -0.238831, 1.106342], [-4.721876, 1.724258, -0.121055], [-3.249593, 0.759701, -0.352339], [-2.886162, 3.110774, -1.014335], [-5.571279, -0.061076, 2.720476], [-5.475620, -2.419870, 3.534123], [-3.382059, -3.714482, 3.202158], [-1.168894, -3.881757, 2.466047], [4.259955, -2.601451, -0.284576], [6.270745, -4.037582, -0.398553], [6.281200, -6.232610, 0.734861], [4.285743, -6.991174, 1.980177], [2.278492, -5.548283, 2.094284], [-1.875936, 1.526926, -2.874937], [-1.155459, 0.873065, -1.777026], [-0.338085, 1.642158, -0.498657], [0.711859, 2.914116, -1.266657], [0.091793, 4.031552, -1.837378], [0.843178, 5.032212, -2.429834], [2.229225, 4.949692, -2.434926], [2.855679, 3.870315, -1.832674], [2.103055, 2.857445, -1.253322], [-1.457647, 2.633687, 0.583772], [-0.754230, 3.865888, 1.099640], [-1.441615, 4.928916, 1.501864], [-2.905707, 4.960567, 1.407334], [-3.573312, 4.008907, 0.765741], [-2.887964, 2.866171, 0.055275], [-0.867272, -0.810540, -1.819358], [-2.457844, -1.557638, -2.277668], [-3.273561, -2.066894, -1.269415], [-4.514233, -2.610007, -1.570272], [-4.944928, -2.658923, -2.886897], [-4.131422, -2.173570, -3.903419], [-2.893411, -1.629532, -3.603199], [0.151991, -1.083757, -3.292916], [0.818540, -0.046931, -3.935753], [1.656999, -0.318433, -5.007824], [1.844377, -1.625696, -5.433755], [1.187150, -2.666194, -4.788522], [0.341387, -2.395623, -3.724378], [-2.946346, 1.592613, -2.671158], [-1.744299, 0.950657, -3.789937], [-1.476631, 2.521132, -3.064214], [-0.983114, 4.150629, -1.792157], [0.345706, 5.885828, -2.870673], [2.817465, 5.734264, -2.892016], [3.936029, 3.812637, -1.808518], [2.597829, 2.023795, -0.782729], [0.323220, 3.835713, 1.215961], [-0.923944, 5.778634, 1.927050], [-3.438645, 5.780845, 1.869881], [-4.654603, 4.046524, 0.691502], [-1.577078, 1.974583, 1.447286], [-2.937534, -2.049640, -0.241829], [-5.136548, -3.002126, -0.776489], [-5.909491, -3.087117, -3.125666], [-4.460792, -2.225508, -4.932618], [-2.258168, -1.275456, -4.405086], [0.701577, 0.973775, -3.591238], [2.169401, 0.493863, -5.506922], [2.501850, -1.835595, -6.266844], [1.331358, -3.687310, -5.115579], [-0.175311, -3.211607, -3.229761], [2.858301, -0.417551, -1.482019], [1.646447, 0.033710, -0.905784], [3.658734, -0.460876, -0.741776], [3.131459, 0.296425, -2.261676], [2.742311, -1.401492, -1.938565], [3.944659, 0.851743, 1.975283], [3.060196, 1.216309, 3.132700], [3.549162, 1.878328, 4.245758], [2.709909, 2.193728, 5.304850], [1.368609, 1.845006, 5.269324], [0.834112, 1.180834, 4.175958], [-0.615105, 0.794304, 4.130889], [1.694964, 0.878176, 3.109220], [1.208704, 0.217587, 1.998593], [4.981491, 1.107408, 2.186613], [3.637204, 1.385005, 1.073776], [3.885742, -0.216002, 1.757336], [4.597940, 2.143997, 4.287436], [3.106386, 2.712143, 6.167926], [0.724504, 2.090271, 6.104261], [-1.086113, 0.963429, 5.097244], [-0.735035, -0.258524, 3.869409], [-1.158567, 1.378797, 3.385509]], "forces_ev_per_angstrom": [[0.00, 0.16, -0.05], [0.04, 0.00, 0.01], [0.02, 0.00, -0.03], [-0.03, 0.06, 0.03], [0.01, -0.03, 0.00], [-0.02, 0.04, -0.03], [0.03, -0.04, 0.01], [0.00, -0.05, 0.09], [-0.09, -0.01, 0.03], [0.03, 0.06, -0.01], [0.03, -0.07, 0.04], [-0.07, 0.12, -0.03], [-0.01, -0.10, -0.03], [0.04, 0.01, -0.01], [0.01, 0.00, -0.01], [0.00, 0.00, 0.01], [-0.01, 0.01, 0.00], [0.01, 0.01, -0.01], [0.00, -0.01, 0.00], [0.05, 0.05, -0.01], [-0.10, -0.03, -0.03], [0.01, 0.00, 0.01], [0.00, 0.00, -0.03], [-0.01, -0.03, 0.01], [0.00, 0.00, 0.00], [0.00, 0.00, 0.01], [0.00, 0.00, 0.00], [-0.01, 0.00, 0.00], [0.00, -0.01, 0.00], [0.00, 0.00, 0.00], [0.00, 0.00, 0.00], [0.00, 0.00, 0.00], [0.00, 0.00, 0.00], [-0.01, -0.02, -0.04], [-0.04, 0.04, 0.03], [0.03, 0.02, 0.01], [0.01, 0.00, -0.02], [0.02, 0.00, 0.01], [0.02, 0.02, -0.01], [-0.02, -0.01, 0.00], [-0.01, -0.02, 0.02], [0.00, 0.02, 0.00], [-0.06, 0.01, -0.04], [-0.01, -0.03, 0.01], [-0.05, 0.02, 0.00], [0.05, 0.01, 0.03], [0.00, -0.02, -0.03], [0.02, 0.00, 0.01], [0.09, -0.05, 0.06], [-0.01, -0.03, -0.02], [0.01, 0.01, -0.02], [0.00, 0.00, 0.01], [0.00, 0.00, -0.02], [-0.01, -0.01, 0.01], [0.00, 0.03, 0.04], [-0.06, -0.01, 0.00], [0.03, 0.01, -0.01], [0.01, 0.00, -0.01], [-0.02, 0.00, 0.03], [0.00, 0.01, 0.00], [0.02, -0.04, -0.02], [0.01, -0.01, 0.01], [0.01, 0.01, -0.01], [-0.02, -0.01, 0.01], [0.00, 0.00, 0.01], [0.00, 0.00, 0.00], [0.00, 0.00, 0.00], [0.00, 0.00, 0.00], [-0.01, -0.01, -0.01], [0.00, -0.01, 0.00], [-0.01, 0.01, 0.01], [0.00, 0.00, 0.00], [0.00, 0.01, 0.00], [0.02, -0.01, 0.01], [-0.02, -0.02, -0.03], [0.00, 0.00, 0.00], [0.00, 0.00, 0.00], [0.00, 0.00, 0.00], [0.01, 0.01, -0.01], [0.01, 0.01, 0.02], [0.00, 0.00, 0.00], [0.00, 0.00, 0.00], [0.00, 0.00, 0.00], [0.01, 0.00, 0.00], [-0.02, 0.01, 0.00], [0.11, 0.04, -0.02], [0.01, 0.00, 0.01], [-0.01, 0.01, 0.01], [0.01, -0.01, 0.01], [0.02, 0.02, 0.05], [-0.06, -0.08, -0.08], [0.01, 0.01, 0.03], [0.00, 0.01, 0.01], [0.01, 0.03, 0.02], [-0.04, -0.06, -0.09], [0.02, 0.02, 0.01], [0.15, 0.18, 0.01], [-0.12, -0.25, 0.00], [-0.01, 0.00, 0.00], [0.00, 0.00, -0.03], [0.01, -0.01, -0.01], [0.00, 0.00, 0.00], [0.00, 0.00, 0.00], [0.00, -0.01, 0.00], [0.00, 0.01, 0.00], [0.00, 0.00, 0.00], [-0.01, -0.01, 0.01]]}